DFT (ωB97M-V/def2-TZVPD) results for a structure of composition C57H113N6O19.

The highest occupied orbital energy (spin up / spin down) is -6.12 / -6.12 eV. The spin multiplicity is 2. Its gap between HOMO and LUMO (spin up / spin down) is 1.43 / 1.45 eV. Its largest force on an atom is 9.6 eV/A. As for the expectation value of S²: 1.77. The value obtained for the calculated total energy is -3996.74895 a.u. For the energy above the lowest of the compared OMol25 structures with the same formula, charge and spin, the calculation gives 111.2 kcal/mol.

Structure (XYZ):
```
195
Properties=species:S:1:pos:R:3:forces:R:3
O -18.728960 -3.278680 -14.646030 0.2887 0.3240 -2.7048
O -23.167930 -10.602860 -7.159250 0.2129 -1.8067 2.7937
O -18.941810 -1.341410 -5.984860 8.7119 1.4223 3.4527
O -25.484430 -3.804780 -12.438410 0.3319 0.8824 -0.2602
O -25.934060 -5.909630 -11.650050 0.5054 2.3955 -0.7224
O -25.542810 -5.051290 -5.437200 1.6547 1.2577 -0.7668
O -24.789010 -2.463900 -14.823370 3.9305 -0.1977 -3.9410
O -22.188920 -10.062060 -9.101740 0.3261 -1.0969 1.3146
O -17.059650 -6.125760 -6.116120 4.3043 -2.9302 -1.5655
O -24.814550 0.490230 -9.495910 -0.9713 3.8680 -4.6023
O -23.838170 -8.868140 -8.303970 -1.0360 0.5800 1.0897
O -25.213780 -3.621710 -3.779580 0.4294 1.0572 0.5009
O -26.884270 -5.148970 -3.759480 -1.4206 0.7682 1.9748
O -25.970690 -4.156970 -10.352250 0.3797 1.6531 -0.2436
O -19.192330 -4.432890 -12.924940 -0.5844 -1.6276 1.3872
O -18.260870 -2.391270 -12.718500 0.0639 0.4493 1.2111
O -19.000350 -5.786460 -5.656030 -6.0731 0.1787 1.3264
O -17.535850 -4.142190 -5.463730 -0.5607 4.2273 1.0984
O -21.536670 -4.818660 -10.738350 -2.5686 4.7833 7.8572
N -22.168570 -8.177600 -3.629960 0.3507 -0.4119 -0.6189
N -25.115370 1.388550 -10.598920 0.0848 -2.8609 3.1227
N -21.894730 -4.122230 -9.513930 3.0452 -4.8805 -5.2948
N -17.633190 -1.096070 -5.483490 -5.7206 -0.9252 -3.1887
N -23.778420 -2.618640 -15.829650 -3.3395 0.4263 3.7152
N -22.870100 1.366300 -4.155090 1.5940 1.9035 -0.4053
C -21.365620 -2.863410 -17.402440 -1.7275 0.1138 -0.0437
C -17.538050 0.610740 -3.581010 -0.0883 -1.3113 -1.6342
C -23.765850 2.811630 -5.984740 -0.7579 -0.7787 0.5889
C -22.367690 -4.207350 -14.541980 1.5432 0.9675 -0.3885
C -21.396410 -6.979670 -3.021970 -0.6401 -0.9488 -1.0235
C -25.100470 0.122850 -12.794470 0.0650 -0.6328 0.4927
C -16.686570 -1.616500 -7.863770 -1.1163 -0.6910 -0.3604
C -20.465340 2.158220 -1.123220 -0.6993 -1.1931 0.0003
C -22.539700 -2.198340 -10.688970 1.7502 0.3888 -1.0735
C -23.139180 -4.044080 -15.818060 -1.6725 1.8497 -1.0195
C -23.136680 -1.304890 -16.353140 -0.2323 -1.4859 -1.0349
C -21.462850 -8.846040 -1.349180 -1.9368 0.5416 -0.5951
C -23.412180 1.390110 -6.455460 -0.3146 0.1122 -1.7143
C -22.327190 -1.618750 -17.587000 2.0768 -0.9328 -0.5641
C -21.667700 -9.411590 -2.819000 0.2334 1.5699 1.2688
C -21.274540 -6.263340 -8.409690 0.2607 0.7205 0.1841
C -22.173600 -0.710370 -15.402970 0.5261 -0.0080 2.3283
C -14.788680 -1.384990 -4.375590 -1.0321 1.2457 -2.0142
C -24.210260 -0.353600 -16.770130 -2.3661 0.4168 1.0482
C -25.950180 0.842670 -11.744580 -1.5165 -1.5600 1.1305
C -18.712390 -3.363700 -13.336060 0.9125 3.8066 3.8456
C -23.040750 2.878390 -4.690470 -0.6912 -0.5382 1.5631
C -21.708010 -4.108670 -7.070050 0.4490 0.7304 -0.0892
C -21.673170 -2.650330 -9.487240 -0.4214 0.6415 -1.1465
C -25.761460 -4.565830 -11.510480 -0.2771 -2.1145 -0.2469
C -26.124910 -8.844010 -3.917300 0.0411 0.9607 1.0589
C -25.968770 -4.591620 -4.331710 -2.5192 -4.3761 -0.8831
C -25.003140 3.567590 -11.761390 -0.2616 -0.6357 0.0505
C -25.829840 2.999350 -12.925970 2.2179 3.2266 0.3718
C -24.217460 -5.109590 -15.929870 -0.1752 0.0096 0.8109
C -24.599110 -9.075810 -3.868450 -0.1935 -0.5859 -0.6946
C -22.511140 0.633010 -5.472100 -1.3696 1.2605 0.5408
C -21.743480 2.253630 -1.966170 0.0774 0.3781 0.7811
C -24.176070 0.817970 -3.484870 1.5816 -0.5141 -0.2559
C -22.284930 -1.924800 -8.341190 -1.6172 -0.5705 4.8492
C -21.862360 -8.370870 -5.141580 -0.3091 -0.0357 1.3567
C -22.313160 -4.064210 -17.101100 1.6199 -0.4726 -0.0588
C -21.335510 -7.309690 -1.544380 0.7701 0.4648 0.5025
C -22.272650 -2.707400 -6.954260 -0.2099 -0.2718 0.3334
C -23.655040 -7.868540 -3.448290 -1.7056 -2.1373 0.1459
C -21.581240 1.447140 -3.210030 -0.7801 -0.7482 -1.3058
C -24.289130 2.620760 -10.790790 0.2225 -1.0118 0.0508
C -20.103570 -2.399460 -9.504310 0.0214 -0.4774 0.1003
C -23.672930 -5.480730 -8.279550 0.1946 0.7165 -0.0374
C -17.840150 -5.287520 -5.733760 3.3812 2.6897 0.1257
C -16.412110 -0.978190 -6.533100 1.9133 0.4952 0.4797
C -15.977790 -1.497180 -3.451740 -0.7778 -0.5378 0.1224
C -17.417540 -0.980300 -3.958370 -0.7419 0.7837 0.3618
C -18.595450 -1.604940 -3.190200 0.1383 -1.1719 0.7705
C -23.063510 -9.834220 -8.219550 0.6049 3.2835 -4.7493
C -15.238170 -1.776060 -5.851560 0.7449 -0.8981 1.7697
C -15.885360 0.508480 -6.767720 -1.5770 -0.2321 0.9010
C -24.200100 3.440020 -9.490670 0.4282 -0.6907 1.5867
C -27.090270 -0.113790 -11.169940 0.5456 -0.1271 -0.7812
C -22.865860 2.127750 -11.263450 0.1833 0.8731 1.1144
C -26.710370 1.936030 -12.450700 -0.4330 0.4315 -0.4731
C -22.132120 -4.938750 -8.281880 -0.8862 -1.8218 -0.6769
H -24.649960 -3.858420 -4.519620 2.3465 1.3451 -0.6946
H -26.391640 3.904560 -13.156370 -0.4847 -0.1844 -0.5373
H -19.821840 -1.384810 -9.222860 -0.6964 0.3740 -0.4984
H -21.544950 -3.512350 -14.709830 0.2473 0.2934 0.8506
H -21.884590 -0.946460 -8.075330 0.7709 -0.0589 -0.9317
H -20.388230 -7.022620 -1.087930 0.0474 0.4108 -0.3157
H -23.823160 -7.592490 -2.407310 0.1833 -0.4533 0.2528
H -21.701130 -6.985200 -9.106130 0.1633 0.2304 -0.1423
H -24.918860 -0.770240 -17.485950 0.6108 -0.0504 -0.7340
H -23.215760 -2.810920 -6.417670 -0.8237 0.3116 -0.8647
H -22.506750 1.880190 -1.283490 -0.3688 -0.1710 -0.3714
H -21.728850 0.216770 -15.764510 -0.2121 0.0162 -0.0712
H -24.895770 -5.121690 -15.076730 -0.1999 0.6504 -0.0421
H -20.418540 -6.839090 -3.482520 -0.0627 -0.4394 -0.2210
H -22.931680 -3.928000 -13.652050 -0.0295 -0.1617 -0.1698
H -23.707410 -6.054810 -15.744100 0.1118 -0.2554 -0.8307
H -20.634480 2.660650 -0.170830 0.5908 0.4029 -0.2731
H -20.775200 -8.318540 -5.200330 -0.1846 0.2634 -0.4345
H -15.308750 0.543200 -7.692070 0.6136 -0.5020 0.5098
H -24.439150 -9.547090 -4.838190 0.9632 1.0734 -0.7080
H -25.177830 2.893980 -13.793080 -0.2082 -0.9378 -0.1078
H -22.035760 -6.163310 -3.357970 0.3082 0.4170 0.6006
H -21.684250 -0.770650 -17.822510 0.0161 0.3533 0.3341
H -22.570350 -1.109050 -10.713880 0.1966 0.0221 -0.0504
H -21.743880 -4.981610 -16.951470 0.3437 -0.1766 -0.5116
H -21.155480 -6.782840 -7.458870 -0.6675 0.3272 0.2712
H -20.756470 1.837130 -3.806500 -0.4774 0.7772 -0.5139
H -17.229080 -0.997160 -8.578060 -0.5161 0.0311 0.3553
H -24.739710 1.632440 -3.029850 0.3689 -0.2730 0.2406
H -19.626220 -1.289130 -3.351070 0.3436 0.8125 -0.5295
H -15.798030 -1.869540 -8.442180 0.4881 0.1486 0.6444
H -22.341940 -10.261970 -2.920730 0.0983 0.2939 -0.0814
H -24.969570 4.186170 -9.292460 0.2929 0.6895 -1.1542
H -22.224100 -9.337500 -5.492090 -0.0588 0.0015 0.2509
H -21.925790 -4.637670 -6.142240 0.0832 -0.3467 -0.2663
H -23.566130 3.409670 -3.896860 0.2049 0.0638 -0.0036
H -20.573790 -2.778180 -16.658230 -0.3052 0.4404 0.3463
H -16.639830 1.261350 -6.995880 -0.6476 -0.2980 0.1862
H -21.459800 0.778200 -5.720520 0.0279 -0.1615 0.4451
H -21.709420 -2.215540 -6.161200 0.6976 0.2490 -0.2680
H -21.958530 -2.596820 -11.520570 -0.6262 0.2968 -0.6572
H -20.660050 -9.634760 -3.169610 -0.2507 -0.1005 -0.5189
H -24.852860 2.867960 -5.927030 0.0430 0.2478 0.3928
H -22.927330 -4.196760 -17.991790 -0.3433 -0.1033 0.1961
H -26.470710 -7.903140 -4.345420 0.4881 0.1077 -0.4518
H -17.178530 -2.569960 -7.671460 -0.2693 -0.0333 -0.2776
H -27.465200 2.381500 -11.802710 -0.1154 -0.0690 0.1202
H -22.748550 1.725980 -12.269890 -0.5188 -0.2168 0.2014
H -24.121010 -0.122990 -12.384200 0.0491 0.0218 -0.2633
H -20.804330 -2.986590 -18.328660 -0.2773 -0.3740 -0.1864
H -23.915040 0.669150 -17.004500 0.5450 -0.3081 -0.4515
H -27.896450 0.385880 -10.632820 0.5431 0.3222 0.5694
H -18.928400 -4.198140 -14.455210 -0.9989 -2.7742 -3.4007
H -25.576590 -0.825150 -13.044850 0.0998 0.0315 -0.1518
H -18.365100 -1.415550 -2.141790 -0.0172 0.2345 0.1234
H -22.075870 3.345860 -4.886900 0.2780 -0.5454 0.5469
H -19.552950 -2.703980 -10.394350 -0.4585 0.0829 -0.5420
H -22.643150 -0.558160 -14.431140 -0.2333 0.4285 0.0646
H -23.348380 -1.685740 -8.336750 -0.1635 -0.2561 -1.4861
H -24.464600 -10.011540 -3.325850 0.2834 0.3418 1.1165
H -22.795570 -0.408790 -5.324290 0.3100 0.0402 -0.2933
H -26.267120 -5.812010 -10.754980 -0.9220 -2.7929 1.5555
H -14.282160 -1.854420 -6.369250 -0.3227 1.0741 -1.0036
H -19.596830 -2.931390 -8.699100 -0.4288 -0.5652 0.2080
H -26.745880 -1.015630 -10.663800 0.2762 0.3926 0.3576
H -20.445110 1.099950 -0.862880 0.3697 -0.1949 0.2443
H -22.918940 -1.669150 -18.501000 -0.3266 -0.7435 0.1032
H -25.778740 4.033650 -11.153670 0.2854 0.5140 0.0573
H -24.423200 -4.721420 -8.059000 0.3065 0.2593 0.2229
H -24.405180 2.942500 -8.542770 0.2960 -1.3523 -0.3676
H -15.952380 -2.558640 -3.205230 -1.0854 -0.1175 0.0044
H -14.391510 -0.369970 -4.385710 -0.0232 0.2432 -0.0986
H -24.942550 -0.202830 -15.976950 0.2631 -0.0128 0.7143
H -20.247710 -5.959920 -8.613780 0.0188 -0.1183 -0.6270
H -23.977870 -5.947590 -9.216120 0.6604 0.0638 -0.2289
H -23.815220 0.003780 -2.856390 0.0035 0.5933 0.8960
H -20.703830 -9.301080 -0.712840 0.4351 0.0154 -0.7545
H -15.416820 0.847390 -5.843750 0.6193 0.0880 -0.4989
H -24.049480 -6.988490 -3.956250 0.8698 0.1559 -0.8220
H -23.781190 -6.283280 -7.549960 0.3844 0.1250 0.1778
H -22.100600 -6.711590 -1.049390 -0.1092 -0.4686 0.3118
H -21.359430 -1.385770 -15.140200 0.1516 -0.0462 -0.3753
H -27.651260 -0.519320 -12.011930 0.2884 0.1083 -0.5260
H -21.816620 -5.141170 -14.430600 -0.5460 -0.3425 -0.0249
H -22.351510 -8.936340 -0.724490 -0.3315 -0.5502 -0.3348
H -16.763860 1.089920 -4.180270 -0.0918 0.5545 0.5619
H -24.342430 0.843640 -6.610710 0.2435 -0.0739 -0.3644
H -20.641490 -3.886970 -7.108430 0.3198 -0.9993 -0.0780
H -21.141760 0.456590 -3.092690 -0.9550 -0.5584 0.6336
H -22.099850 2.897450 -11.169230 -0.3201 0.7530 -0.3324
H -13.927210 -1.983580 -4.079520 -0.3948 -0.3520 0.1081
H -18.722420 -2.687370 -3.208280 0.7195 -0.1712 -0.6508
H -27.188510 1.654110 -13.388790 -0.4644 -1.1439 0.4461
H -22.448060 -7.625080 -5.679020 0.4567 0.1615 -0.0737
H -23.175930 3.786220 -9.351680 -0.1416 0.6588 -0.1829
H -18.503220 -6.551120 -5.955650 -1.2936 -3.5468 -0.8358
H -22.968370 1.661520 -7.413310 0.2537 -1.4414 -0.2664
H -22.478880 1.469080 -10.485950 -0.3688 -0.7783 -0.2585
H -26.502760 -8.762580 -2.898130 -0.2390 -0.3475 0.1337
H -22.007870 3.288900 -2.181590 0.0944 0.0223 -0.1716
H -15.474650 -2.839920 -5.871080 -0.7707 -0.0863 0.3366
H -23.579620 -2.524900 -10.693090 0.2172 -0.3939 0.3548
H -18.526540 0.966390 -3.871730 0.0310 -0.0567 -0.5579
H -15.851990 -0.968790 -2.506710 0.1493 0.0929 -0.0123
H -24.789970 -5.050500 -16.855520 0.1417 -0.2595 0.0234
H -17.540170 0.825890 -2.512460 0.8084 -0.5420 -0.0224
H -23.450360 3.621850 -6.642090 0.1654 -0.2733 -0.0557
H -19.527870 2.333450 -1.651000 -0.1011 0.6627 0.1942
H -26.621070 -9.657500 -4.446600 0.1617 -0.0276 0.1492
H -22.338420 -11.086000 -7.168660 0.1010 -0.6593 -0.1312
H -24.234480 4.272480 -12.078230 -0.2996 0.3390 -0.0415
H -24.832700 0.195510 -4.092720 0.1779 0.7338 -1.1149
H -25.027850 0.708680 -13.710780 0.3275 -0.1061 0.1057
```
Forces are in eV/Å.